[1]
# C27H54O27

9 unconnected molecules or ions with the total composition C27H54O27 (ωB97M-V with the def2-TZVPD basis set, OMol25).

Values from the calculation:
- SMILES string: COC(=O)OC.COC(=O)OC.COC(=O)OC.COC(=O)OC.COC(=O)OC.COC(=O)OC.COC(=O)OC.COC(=O)OC.COC(=O)OC
- Kohn-Sham gap: 11.1953 eV
- HOMO: -10.71 eV
- LUMO: 0.49 eV
- Energy: -84155.6477 eV
- ΔE to the lowest compared entry with this formula, charge and spin: 1.8000 eV

Structure (XYZ):
```
108
Properties=species:S:1:pos:R:3:lowdin_charge:R:1
C -5.88 -5.24 -26.07 0.006
O -6.67 -6.42 -26.20 -0.040
C -7.90 -6.56 -25.74 -0.632
O -8.48 -5.68 -25.15 0.135
O -8.39 -7.74 -26.03 0.030
C -7.73 -8.64 -26.93 -0.014
H -5.68 -5.13 -25.00 0.111
H -6.39 -4.38 -26.49 0.087
H -4.94 -5.50 -26.55 0.080
H -6.68 -8.88 -26.73 0.096
H -7.66 -8.13 -27.89 0.083
H -8.35 -9.53 -26.85 0.096
C -9.24 -13.09 -27.05 -0.037
O -8.55 -13.81 -28.07 -0.009
C -9.16 -14.89 -28.57 -0.625
O -10.30 -15.17 -28.36 0.134
O -8.29 -15.48 -29.38 0.023
C -8.86 -16.59 -30.07 -0.051
H -10.27 -12.95 -27.40 0.099
H -8.85 -12.09 -26.90 0.066
H -9.18 -13.67 -26.14 0.105
H -8.20 -16.90 -30.87 0.093
H -9.83 -16.36 -30.52 0.096
H -9.14 -17.42 -29.42 0.098
C -8.46 -3.16 -29.90 -0.013
O -7.68 -2.48 -28.90 0.003
C -6.37 -2.57 -29.00 -0.638
O -5.78 -3.04 -29.94 0.115
O -5.84 -2.11 -27.88 -0.004
C -4.43 -1.97 -27.76 -0.020
H -9.51 -3.15 -29.66 0.095
H -8.15 -4.18 -30.14 0.086
H -8.29 -2.52 -30.76 0.102
H -4.06 -0.95 -27.84 0.104
H -3.94 -2.50 -28.57 0.084
H -4.15 -2.44 -26.82 0.087
C -2.24 -7.41 -25.15 -0.018
O -1.02 -6.82 -24.72 0.019
C -0.06 -6.71 -25.61 -0.619
O -0.03 -7.13 -26.74 0.124
O 0.89 -5.95 -25.05 -0.015
C 2.07 -5.69 -25.80 -0.039
H -2.22 -8.50 -25.05 0.102
H -2.53 -7.07 -26.15 0.075
H -3.04 -7.04 -24.51 0.096
H 1.96 -4.78 -26.39 0.093
H 2.33 -6.51 -26.45 0.095
H 2.86 -5.48 -25.07 0.094
C -0.23 -2.66 -25.22 -0.051
O -0.46 -2.99 -26.58 0.017
C -1.53 -3.74 -26.80 -0.610
O -2.40 -4.00 -26.00 0.120
O -1.52 -4.11 -28.09 0.004
C -2.46 -5.11 -28.47 -0.032
H -1.06 -2.12 -24.76 0.098
H 0.56 -1.91 -25.17 0.097
H 0.00 -3.51 -24.59 0.094
H -2.23 -6.12 -28.16 0.078
H -2.43 -4.99 -29.56 0.110
H -3.48 -4.78 -28.26 0.070
C -6.01 -6.24 -29.44 -0.043
O -4.95 -7.03 -28.92 0.002
C -4.36 -7.91 -29.70 -0.623
O -4.66 -8.20 -30.83 0.143
O -3.31 -8.42 -29.06 -0.008
C -2.56 -9.43 -29.71 -0.047
H -6.44 -5.59 -28.69 0.076
H -6.83 -6.85 -29.83 0.098
H -5.69 -5.61 -30.26 0.099
H -3.19 -10.25 -30.06 0.077
H -1.93 -9.85 -28.93 0.101
H -1.94 -9.18 -30.56 0.101
C -5.91 1.79 -23.57 -0.030
O -6.94 0.80 -23.58 -0.001
C -6.76 -0.36 -24.18 -0.624
O -5.71 -0.87 -24.44 0.131
O -7.97 -0.84 -24.43 0.021
C -8.11 -2.13 -24.98 -0.045
H -5.99 2.27 -22.60 0.093
H -5.96 2.53 -24.37 0.092
H -4.98 1.24 -23.74 0.088
H -7.52 -2.83 -24.38 0.095
H -7.75 -2.21 -26.01 0.078
H -9.12 -2.53 -24.97 0.098
C -8.53 -10.47 -30.28 -0.023
O -7.28 -10.74 -30.86 -0.004
C -7.11 -11.44 -31.97 -0.590
O -7.97 -11.91 -32.67 0.142
O -5.78 -11.61 -32.02 -0.015
C -5.12 -12.11 -33.15 -0.064
H -9.04 -11.37 -29.94 0.097
H -9.20 -10.05 -31.03 0.101
H -8.43 -9.76 -29.47 0.072
H -4.97 -13.19 -33.18 0.094
H -4.08 -11.79 -32.96 0.092
H -5.40 -11.77 -34.14 0.100
C -4.87 -11.76 -28.45 0.007
O -5.97 -11.93 -27.53 -0.008
C -5.84 -11.48 -26.29 -0.638
O -4.96 -10.82 -25.81 0.136
O -6.96 -11.83 -25.67 -0.056
C -7.08 -11.66 -24.26 -0.029
H -3.98 -12.26 -28.09 0.107
H -4.79 -10.69 -28.62 0.085
H -5.26 -12.35 -29.28 0.098
H -6.45 -12.27 -23.62 0.099
H -8.11 -11.96 -24.09 0.094
H -6.93 -10.62 -23.97 0.097
```


[2]
# C27H54O9

9 unconnected molecules or ions with the total composition C27H54O9 (ωB97M-V with the def2-TZVPD basis set, OMol25).

Values from the calculation:
- Kohn-Sham gap (alpha / beta): 1.7124 / 9.1775 eV
- HOMO (alpha / beta): 0.48 / -7.08 eV
- Total charge: -1
- LUMO (alpha / beta): 2.19 / 2.10 eV
- Expectation value of S²: 0.75
- Energy: -47299.0686 eV
- 2S+1: 2
- ΔE to the lowest compared entry with this formula, charge and spin: 0.8795 eV

Structure (XYZ):
```
90
Properties=species:S:1:pos:R:3:lowdin_charge:R:1
C 3.33 2.29 -2.67 -0.018
C 4.05 2.27 -1.33 -0.442
O 3.33 2.02 -0.35 0.017
C 5.53 2.53 -1.18 -0.030
H 3.73 2.97 -3.43 0.081
H 2.29 2.54 -2.46 0.053
H 3.30 1.27 -3.05 0.080
H 6.05 1.61 -1.44 0.085
H 5.82 2.54 -0.14 0.076
H 5.93 3.46 -1.59 0.083
C -0.13 -7.61 2.74 -0.022
C -0.48 -6.44 1.81 -0.447
O -1.62 -6.24 1.34 -0.002
C 0.66 -5.54 1.31 -0.023
H -1.01 -8.09 3.17 0.082
H 0.61 -7.22 3.44 0.060
H 0.30 -8.36 2.07 0.081
H 1.16 -5.92 0.42 0.090
H 1.27 -5.59 2.21 0.067
H 0.21 -4.55 1.21 0.049
C 2.64 5.62 0.60 -0.029
C 1.79 5.40 -0.61 -0.452
O 1.96 6.25 -1.48 0.023
C 0.80 4.21 -0.82 0.004
H 2.20 5.25 1.53 0.056
H 2.84 6.68 0.74 0.083
H 3.57 5.07 0.51 0.080
H 1.22 3.26 -0.51 0.037
H 0.62 4.21 -1.90 0.070
H -0.09 4.55 -0.29 0.077
C -1.90 -4.42 -1.41 -0.005
C -2.26 -3.87 -2.88 -0.419
O -2.22 -4.56 -3.89 0.042
C -2.56 -2.39 -3.02 -0.040
H -2.67 -5.11 -1.07 0.070
H -1.90 -3.59 -0.70 0.046
H -0.99 -5.01 -1.36 0.071
H -2.93 -2.11 -4.00 0.072
H -1.67 -1.75 -3.03 0.052
H -3.27 -1.98 -2.31 0.074
C 0.58 -0.26 -2.10 -0.014
C 0.77 -1.32 -1.02 -0.505
O 1.60 -2.18 -1.06 0.066
C -0.19 -1.34 0.07 -0.028
H -0.35 -0.32 -2.66 0.047
H 1.35 -0.43 -2.85 0.076
H 0.78 0.70 -1.64 0.073
H -0.22 -0.38 0.58 0.057
H -0.06 -2.09 0.85 0.066
H -1.17 -1.54 -0.37 0.070
C -4.20 0.76 0.15 -0.065
C -2.96 1.64 0.01 -0.535
O -2.02 1.20 -0.54 0.056
C -2.98 3.10 0.31 -0.030
H -4.65 0.91 1.13 0.061
H -3.93 -0.29 0.02 0.062
H -5.00 1.04 -0.54 0.071
H -3.18 3.45 1.32 0.077
H -3.79 3.40 -0.35 0.080
H -2.09 3.62 -0.05 0.057
C 0.71 1.61 2.13 -0.036
C 1.08 2.64 3.18 -0.535
O 1.06 3.80 2.98 0.067
C 1.48 2.12 4.54 -0.069
H -0.38 1.54 2.18 0.061
H 0.90 0.55 2.29 0.065
H 0.93 1.98 1.12 0.055
H 0.60 1.76 5.08 0.055
H 1.96 2.92 5.11 0.071
H 2.24 1.37 4.34 0.069
C 1.19 -3.02 5.31 -0.096
C 0.36 -4.06 4.66 -0.478
O 0.27 -5.27 5.03 -0.030
C -0.54 -3.54 3.55 -0.093
H 1.70 -3.47 6.16 0.075
H 0.56 -2.16 5.57 0.047
H 1.94 -2.57 4.66 0.076
H -1.25 -4.29 3.23 0.070
H 0.06 -3.20 2.71 0.049
H -1.14 -2.69 3.87 0.022
C -1.71 1.93 -4.08 -0.033
C -2.30 3.25 -4.03 -0.498
O -2.52 3.76 -2.92 0.039
C -2.51 4.10 -5.23 -0.032
H -1.02 1.71 -3.26 0.068
H -1.25 1.69 -5.04 0.087
H -2.52 1.22 -3.91 0.097
H -3.30 3.70 -5.88 0.084
H -1.60 4.18 -5.82 0.084
H -2.81 5.11 -4.96 0.084
```


[3]
# C27H55ClF2N2O12S3

4 unconnected molecules or ions with the total composition C27H55ClF2N2O12S3 (ωB97M-V with the def2-TZVPD basis set, OMol25).

Values from the calculation:
- SMILES string: [H]/N=C/C[C@@]1(CCCCS(=O)(=O)Cl)[C@@H](NCC)[C@](F)(S(=O)(=O)F)[C@@H](CCOC=O)OS1(=O)=O.CCOCC.CCOCC.CCOCC
- Kohn-Sham gap: 9.7142 eV
- HOMO: -9.46 eV
- LUMO: 0.26 eV
- Energy: -106900.7160 eV

Structure (XYZ):
```
102
Properties=species:S:1:pos:R:3:lowdin_charge:R:1
H 0.52 0.45 -5.36 0.057
N 0.72 0.11 -4.42 0.117
C 1.74 0.68 -3.94 -0.240
C 2.22 0.30 -2.57 -0.127
C 1.96 1.34 -1.45 -0.370
C 0.45 1.67 -1.31 -0.143
C -0.24 1.40 0.03 -0.182
C -0.09 2.48 1.11 -0.201
C -0.40 3.92 0.71 -0.275
S -2.11 4.30 0.47 0.345
O -2.24 5.71 0.28 -0.334
O -2.88 3.65 1.49 -0.318
Cl -2.54 3.46 -1.33 0.470
C 2.70 0.88 -0.15 -0.221
N 2.47 -0.55 -0.01 -0.012
C 2.61 -1.15 1.32 -0.238
C 1.56 -0.75 2.36 -0.077
C 4.25 1.17 -0.08 -0.317
F 4.92 -0.03 -0.10 0.043
S 4.71 1.83 1.60 0.699
O 3.87 1.31 2.61 -0.218
O 6.13 1.74 1.69 -0.217
F 4.35 3.33 1.43 -0.114
C 4.94 2.13 -1.09 -0.273
C 6.29 1.61 -1.57 -0.079
C 7.04 2.67 -2.39 -0.131
O 8.17 3.18 -1.66 -0.042
C 7.88 4.18 -0.80 -0.359
O 7.64 5.28 -1.14 0.137
O 4.16 2.41 -2.28 -0.167
S 2.70 2.90 -1.92 0.666
O 2.11 3.45 -3.09 -0.214
O 2.75 3.71 -0.74 -0.226
H 2.30 1.42 -4.50 0.113
H 3.28 0.06 -2.62 0.127
H 1.71 -0.63 -2.32 0.121
H 0.28 2.71 -1.56 0.077
H -0.07 1.12 -2.09 0.118
H 0.03 0.44 0.47 0.089
H -1.31 1.32 -0.19 0.088
H -0.77 2.21 1.92 0.118
H 0.91 2.50 1.56 0.102
H -0.14 4.58 1.53 0.120
H 0.15 4.28 -0.16 0.095
H 2.25 1.43 0.68 0.103
H 1.56 -0.79 -0.37 0.109
H 2.51 -2.23 1.17 0.119
H 3.62 -1.01 1.70 0.100
H 1.78 -1.27 3.29 0.087
H 0.59 -1.10 2.02 0.058
H 1.50 0.32 2.51 0.052
H 5.14 3.09 -0.61 0.130
H 6.91 1.36 -0.72 0.127
H 6.13 0.73 -2.20 0.133
H 7.45 2.23 -3.29 0.131
H 6.40 3.51 -2.67 0.128
H 7.89 3.87 0.25 0.146
C -1.65 -3.98 3.05 -0.071
C -0.30 -4.17 2.39 -0.281
O 0.76 -4.40 3.29 -0.165
C 0.63 -5.55 4.11 -0.278
C 0.55 -6.85 3.32 -0.073
H -1.61 -3.15 3.76 0.081
H -2.41 -3.75 2.29 0.077
H -1.98 -4.87 3.58 0.066
H -0.02 -3.26 1.85 0.093
H -0.35 -4.97 1.64 0.110
H -0.22 -5.45 4.78 0.108
H 1.53 -5.56 4.73 0.118
H -0.34 -6.89 2.68 0.053
H 0.50 -7.70 4.00 0.078
H 1.42 -6.96 2.68 0.083
C -5.51 -6.89 0.91 -0.078
C -4.15 -7.09 0.27 -0.282
O -3.10 -7.34 1.19 -0.173
C -3.24 -8.49 1.99 -0.282
C -3.33 -9.79 1.21 -0.077
H -5.47 -6.08 1.64 0.080
H -6.25 -6.65 0.15 0.077
H -5.85 -7.79 1.43 0.066
H -3.85 -6.17 -0.25 0.117
H -4.19 -7.88 -0.49 0.107
H -4.10 -8.39 2.67 0.109
H -2.35 -8.51 2.62 0.107
H -4.22 -9.83 0.57 0.066
H -3.38 -10.64 1.89 0.078
H -2.46 -9.91 0.57 0.082
C -7.13 6.98 -1.45 -0.079
C -6.45 5.77 -2.06 -0.281
O -5.96 5.98 -3.38 -0.160
C -5.00 7.01 -3.53 -0.279
C -3.74 6.80 -2.71 -0.086
H -7.96 7.31 -2.08 0.080
H -7.52 6.73 -0.47 0.076
H -6.45 7.82 -1.33 0.066
H -7.16 4.95 -2.15 0.118
H -5.64 5.42 -1.41 0.102
H -5.44 7.99 -3.31 0.107
H -4.75 7.01 -4.59 0.117
H -3.94 6.81 -1.64 0.056
H -3.02 7.59 -2.91 0.081
H -3.29 5.84 -2.95 0.052
```